A structure of composition C23H30F5O6PdTe in a non-equilibrium geometry. Source: the OMol25 dataset; level of theory: ωB97M-V/def2-TZVPD.

Results
**HOMO (alpha / beta)**: -0.058 / -0.177 hartree
**LUMO energy (alpha / beta)**: 1.81 / 1.31 eV
**ΔE to the lowest compared entry with this formula, charge and spin**: 0.000 eV
**Charge**: -1
**Frontier orbital gap (alpha / beta)**: 3.40 / 6.14 eV
**2S+1**: 5

```
66
Properties=species:S:1:pos:R:3:forces:R:3:lowdin_charge:R:1
C -1.756264 -2.704149 -1.182387 -0.55 -0.16 -1.12 -0.246
C -1.229238 -1.324677 -1.581397 -0.12 0.24 0.32 -0.051
C -0.864041 -3.208553 -0.025060 -0.07 0.18 -0.18 -0.018
C 0.406811 -2.313062 -0.085736 0.51 0.46 -0.21 -0.143
H -0.643380 -4.269464 -0.193082 0.02 0.31 0.09 0.125
H -1.424386 -3.120009 0.907931 0.26 -0.03 -0.11 0.111
C 0.287389 -1.500561 -1.407408 -0.67 -0.20 -0.31 -0.213
H -1.629224 -0.585836 -0.864124 0.30 -0.18 -0.30 0.133
H -1.529931 -1.033114 -2.600992 0.14 -0.08 0.52 0.139
C 0.987460 -0.182398 -1.231653 0.38 -0.37 1.14 -0.176
H 0.693045 -2.058169 -2.277482 -0.14 0.19 0.43 0.164
H 1.324134 -2.915412 -0.123823 -0.27 0.01 0.13 0.148
C 0.586759 -1.242278 1.033404 0.23 1.43 -1.36 -0.335
C -3.249394 -2.681240 -0.892217 -0.84 1.25 1.40 -0.395
C -1.689976 -3.638826 -2.382746 0.80 -1.66 -0.02 -0.453
O -1.488935 -4.836601 -2.288202 -0.02 1.14 -0.30 0.113
O -3.807436 -1.890607 -0.140539 0.89 -1.22 -1.10 0.121
O -3.906428 -3.632474 -1.578452 -0.17 0.33 0.32 -0.039
O -1.935847 -3.031638 -3.557573 -0.13 -0.37 0.17 -0.038
C -2.185772 -3.950705 -4.630539 0.06 -0.07 -0.08 -0.031
H -2.449768 -3.328427 -5.484551 0.07 -0.11 0.05 0.094
H -3.015456 -4.618749 -4.367507 0.21 0.17 -0.04 0.099
H -1.294333 -4.555077 -4.836493 -0.23 0.17 0.02 0.098
C -5.320763 -3.643464 -1.386849 -0.42 0.01 0.08 -0.028
H -5.557080 -3.800995 -0.322463 0.04 0.09 -0.44 0.103
H -5.690097 -4.475747 -1.996674 0.07 0.26 0.21 0.097
H -5.754885 -2.687995 -1.723401 0.13 -0.39 0.18 0.104
O 0.761737 0.184722 0.161674 -0.70 -4.09 -0.32 -0.257
H 0.593252 0.589501 -1.917357 0.18 -0.23 0.56 0.119
H 2.070602 -0.322440 -1.391548 -0.37 0.24 -0.11 0.113
C 1.864737 -1.337516 1.837031 0.01 -0.09 -0.11 -0.015
C -0.638063 -1.055844 1.878081 -0.16 0.38 0.24 -0.030
H -0.868515 -1.979118 2.414904 0.16 0.02 0.02 0.096
H -1.514503 -0.799834 1.273378 0.15 -0.08 0.16 0.077
H -0.465393 -0.284182 2.626813 0.02 0.09 -0.03 0.098
H 2.052620 -0.389113 2.363377 0.00 -0.14 -0.10 0.062
H 2.709570 -1.585534 1.177419 -0.14 0.14 0.21 0.090
H 1.770743 -2.136387 2.589811 -0.01 0.14 -0.22 0.101
Pd 1.213716 2.132139 0.898114 0.57 0.54 1.03 1.023
C 3.345402 2.821334 0.548636 0.19 -1.49 -1.85 -0.176
C 3.097990 1.734700 -0.396484 0.34 2.31 1.33 -0.181
C 2.568542 2.340256 -1.597451 0.67 1.19 -0.17 -0.121
H 3.486037 0.732608 -0.280682 -0.26 0.05 0.10 0.096
C 2.565357 3.756985 -1.433534 0.50 -0.39 0.18 -0.153
C 2.977640 4.059339 -0.111916 0.39 -0.16 -1.24 -0.090
H 3.101801 5.054230 0.322970 -0.20 -0.52 -0.09 0.110
H 3.952403 2.709246 1.436295 -0.33 0.16 0.06 0.068
H 2.313594 1.815173 -2.521625 0.11 0.25 0.38 0.093
H 2.355425 4.473129 -2.232601 -0.27 -0.27 0.49 0.088
C -0.504646 3.120156 2.120469 -1.42 -0.07 -1.06 -0.152
C -0.060963 4.237286 1.338576 -0.35 -0.05 -0.15 -0.131
C -0.263378 3.933517 -0.025953 -0.60 -0.39 -0.17 -0.150
H 0.306602 5.189602 1.718032 0.08 -0.56 -0.04 0.107
C -0.815896 2.608139 -0.133655 -0.37 1.12 0.40 -0.170
C -1.064168 2.149916 1.211320 0.46 1.23 0.35 -0.167
H -1.649645 1.295343 1.515539 0.38 -0.04 -0.14 0.081
H -0.527799 3.049882 3.195850 0.22 0.04 -0.05 0.081
H -0.079088 4.617259 -0.855360 0.18 -0.43 0.29 0.098
H -1.088089 2.107404 -1.058867 -0.01 0.11 0.25 0.089
F 2.323610 4.428110 2.702519 -0.12 1.62 -1.34 -0.475
Te 2.636206 3.124276 4.056892 -0.26 -0.77 -0.15 1.763
F 3.177635 4.608768 5.114039 0.74 1.83 1.35 -0.491
F 4.464098 3.006837 3.512577 1.91 -0.18 -0.75 -0.485
F 3.015821 1.964435 5.521873 0.30 -1.34 1.43 -0.491
F 0.890825 3.490798 4.745033 -1.90 0.27 0.70 -0.484
O 2.061215 1.785103 2.895829 -0.55 -1.84 -0.93 -0.714
```
Forces are in eV/Å.